Record 1
Computed, not measured: a gas-phase ion, C4H12NO3 (charge +1), with ωB97M-V/def2-TZVPD.

The geometry in XYZ format:
```
20
Properties=species:S:1:pos:R:3:mulliken_charge:R:1
C -1.2690 1.2033 0.5924 -1.30
C -0.8877 -0.1290 -0.0509 0.90
O -1.1172 -0.0358 -1.3940 -0.61
O -1.4436 -1.2002 0.6111 -0.51
C 0.6811 -0.3497 0.1505 0.11
C 1.4225 0.9983 -0.1097 -1.05
N 1.1481 -1.4662 -0.8644 -0.32
O 1.2007 -0.9425 1.3160 -0.52
H -2.3756 1.0500 0.9360 0.29
H -1.2884 2.1365 -0.0163 0.37
H -0.6296 1.5842 1.3773 0.41
H -2.1017 0.1316 -1.5628 0.39
H -2.4219 -1.1509 0.5683 0.44
H 2.5922 1.1047 -0.2367 0.32
H 1.0865 1.3756 -1.0556 0.38
H 0.9239 1.6435 0.6459 0.24
H 0.8846 -2.3085 -0.2901 0.39
H 2.2124 -1.5217 -0.9927 0.36
H 0.6342 -1.3365 -1.7350 0.35
H 0.7485 -0.7868 2.1108 0.34
```

Calculated values
SMILES ... CC(O)(O)[C@](C)([NH3+])O
Gap between HOMO and LUMO ... 0.446 Eh
Spin multiplicity ... 1
ΔE to the lowest compared entry with this formula, charge and spin ... 43.9 kcal/mol
Lowest unoccupied orbital energy ... -3.15 eV
Net charge ... +1
HOMO level ... -15.28 eV

***

Record 2
Computed, not measured: 26 unconnected molecules or ions with the total composition C9H68NO26, with ωB97M-V/def2-TZVPD.

The geometry in XYZ format:
```
104
Properties=species:S:1:pos:R:3:mulliken_charge:R:1
C 15.4227 26.7918 4.9462 -1.44
C 15.3226 28.1556 4.1690 2.61
C 15.7441 29.3466 5.0143 -1.58
C 17.2084 29.4230 5.3268 -0.24
C 17.9797 29.4359 4.0096 -1.39
C 17.6269 28.2421 3.0737 3.07
N 16.1618 28.1515 2.9647 2.09
O 15.6380 27.3261 1.9420 -0.38
C 18.2733 26.9298 3.5350 -0.87
C 18.2422 28.6976 1.7481 -1.94
C 13.8673 28.3889 3.8344 -1.45
H 15.9856 26.9418 5.8752 0.16
H 15.9296 25.9792 4.4312 -0.15
H 14.4247 26.4701 5.2535 0.50
H 15.2828 29.4905 5.9964 0.66
H 15.5859 30.2360 4.3911 -0.71
H 17.4677 28.6248 6.0260 -0.13
H 17.3620 30.3686 5.8591 0.32
H 19.0301 29.4491 4.3229 0.51
H 17.7770 30.3989 3.5371 -0.18
H 17.8630 25.9993 3.1319 -0.17
H 18.3099 26.8597 4.6234 -0.14
H 19.2544 26.7695 3.0779 0.37
H 19.1925 29.2179 1.8152 0.40
H 17.5266 29.3839 1.2815 -0.39
H 18.2428 27.8852 1.0162 0.23
H 13.7096 29.1553 3.0683 0.48
H 13.4083 28.7883 4.7433 0.44
H 13.2442 27.5498 3.5345 -0.25
O 22.3776 27.8013 4.1870 -0.67
H 22.1397 26.9888 3.6974 0.40
H 22.3321 27.5444 5.1125 0.28
O 18.0216 30.3004 -1.2838 -0.61
H 17.3414 29.6369 -1.0987 0.31
H 17.6138 31.1191 -0.9621 0.33
O 15.4595 28.5882 8.7949 -0.70
H 16.0682 28.5356 8.0475 0.31
H 15.4576 29.5201 9.0406 0.32
O 20.6072 25.2273 0.6007 -0.72
H 19.7400 25.6124 0.7783 0.36
H 20.7493 25.3877 -0.3397 0.30
O 15.4931 32.3208 7.6000 -0.64
H 15.0187 32.5449 6.7943 0.31
H 16.4045 32.2147 7.3097 0.33
O 11.6646 30.9275 3.4106 -0.67
H 11.9348 30.4875 4.2270 0.31
H 10.7392 31.1536 3.5491 0.29
O 13.1767 25.5225 2.1582 -0.72
H 13.4175 24.9768 1.4018 0.27
H 13.9569 26.1002 2.2846 0.25
O 20.9307 30.3680 -0.1160 -0.65
H 20.8487 30.6233 0.8075 0.29
H 20.0873 30.6234 -0.5211 0.35
O 14.1171 32.5966 2.7566 -0.65
H 13.3940 32.0304 3.0752 0.35
H 13.6788 33.2684 2.2228 0.22
O 16.7187 24.6906 1.4547 -0.81
H 16.4438 24.3139 2.2969 0.35
H 16.4825 25.6483 1.5492 0.21
O 21.7893 25.1589 3.0819 -0.72
H 21.4788 25.3981 2.1805 0.41
H 20.9974 24.8088 3.5144 0.32
O 16.1779 33.1173 4.6828 -0.70
H 16.8230 32.5405 4.2524 0.27
H 15.3168 32.8069 4.3531 0.35
O 18.7535 27.2178 -1.7956 -0.64
H 17.8673 27.6080 -1.6511 0.29
H 19.3466 27.9785 -1.8007 0.32
O 19.3688 23.5464 3.7139 -0.59
H 19.3319 22.9877 2.9296 0.29
H 18.4323 23.6547 3.9988 0.31
O 11.1757 29.8386 6.6074 -0.63
H 11.2827 29.1472 7.2689 0.32
H 11.2440 29.3706 5.7654 0.25
O 16.2443 28.0438 -0.8195 -0.77
H 16.3745 28.1199 0.1425 0.27
H 15.2830 27.9351 -0.9113 0.38
O 16.7466 23.6536 4.3207 -0.65
H 15.9895 23.7112 4.9175 0.26
H 16.5836 22.8601 3.7910 0.27
O 17.3326 32.3449 0.6066 -0.72
H 16.7255 31.6374 0.8997 0.41
H 18.0821 32.2836 1.2078 0.31
O 10.2108 27.6393 4.4669 -0.58
H 9.4449 28.1421 4.1750 0.29
H 10.4491 27.0838 3.6904 0.35
O 19.1269 32.8764 3.7088 -0.58
H 19.1718 33.6139 3.0897 0.28
H 19.9812 32.4356 3.6320 0.30
O 13.5244 28.0192 -0.4716 -0.73
H 12.9487 28.7836 -0.5713 0.30
H 13.7788 28.0190 0.4697 0.35
O 18.3380 25.0837 6.9435 -0.66
H 18.3212 24.5244 6.1567 0.30
H 17.4439 25.0370 7.3010 0.28
O 19.1792 27.8171 7.4843 -0.66
H 19.3775 28.2577 6.6502 0.32
H 19.1768 26.8725 7.2602 0.32
O 15.2491 30.5444 1.1145 -0.91
H 14.8887 31.2672 1.6570 0.38
H 15.2716 29.7915 1.7403 0.25
O 10.4839 25.4555 2.8216 -0.71
H 11.4692 25.4491 2.7989 0.46
H 10.2319 25.2918 1.9081 0.28
```

Calculated values
Gap between HOMO and LUMO ... 0.213 Eh
Spin multiplicity ... 1
ΔE to the lowest compared entry with this formula, charge and spin ... 9.0 kcal/mol
Lowest unoccupied orbital energy ... 1.58 eV
Net charge ... -1
HOMO level ... -4.22 eV

***

Record 3
Computed, not measured: a molecular structure, C46H57IrN4O3S, with ωB97M-V/def2-TZVPD.

The geometry in XYZ format:
```
112
Properties=species:S:1:pos:R:3:mulliken_charge:R:1
Ir 0.6067 0.2843 -0.7484 1.47
C 4.1673 -0.2653 2.8863 -1.71
C 3.2872 0.7401 2.1335 2.39
C 4.0504 2.0401 1.8488 -1.42
C 2.0054 1.0303 2.8988 0.93
C 2.0847 1.7012 4.1180 -0.54
C 0.9514 1.9842 4.8602 -1.64
C -0.2951 1.6469 4.3567 -0.73
C -0.4270 0.9765 3.1486 0.36
C -1.8234 0.7762 2.5616 2.08
C -2.8194 0.1893 3.5666 -1.98
C -2.3224 2.1268 2.0236 -1.22
C 0.7433 0.6172 2.4462 -0.39
N 0.5896 -0.2116 1.2910 0.06
C 0.1405 -1.4253 1.4771 -0.03
C -0.3049 -2.1684 0.3731 0.82
N -0.2758 -1.6095 -0.8099 0.23
C -0.9276 -2.2978 -1.8873 -0.41
C -2.3390 -2.3485 -1.8809 0.60
C -2.9844 -3.0893 -2.8665 -0.57
C -2.2765 -3.7552 -3.8482 -1.60
C -0.8952 -3.6648 -3.8667 -1.11
C -0.1919 -2.9454 -2.9044 0.62
C 1.3226 -2.9015 -3.0951 0.44
C 1.7125 -1.5906 -3.7971 -1.01
C 2.1693 -3.1573 -1.8409 -1.30
C -3.2010 -1.6044 -0.8627 2.19
C -3.9663 -2.5628 0.0575 -1.47
C -4.1857 -0.6718 -1.5781 -1.75
C -0.6675 -3.5326 0.8356 -0.30
C -1.0830 -4.6962 0.2438 0.98
C -1.2760 -5.8436 1.0649 -1.16
C -1.0558 -5.8296 2.4178 -0.91
C -0.6039 -4.6405 3.0531 0.92
C -0.2878 -4.4648 4.4291 -0.88
C 0.1835 -3.2567 4.8752 -1.17
C 0.3747 -2.1405 4.0119 0.52
C 0.0591 -2.2790 2.6864 0.95
C -0.4274 -3.5331 2.2338 -0.91
H 5.0903 -0.4614 2.3315 0.48
H 3.6404 -1.2140 3.0293 0.34
H 4.4430 0.1190 3.8743 0.38
H 3.0034 0.2889 1.1875 -1.67
H 4.3089 2.5543 2.7804 0.33
H 3.4483 2.7185 1.2370 0.25
H 4.9774 1.8335 1.3052 0.43
H 3.0581 1.9975 4.4961 0.34
H 1.0366 2.4827 5.8198 0.39
H -1.1878 1.9192 4.9123 0.37
H -1.7604 0.0975 1.7170 -1.01
H -3.0964 0.9219 4.3324 0.42
H -2.4057 -0.6913 4.0674 0.36
H -3.7376 -0.1114 3.0513 0.40
H -2.3976 2.8571 2.8372 0.39
H -3.3088 2.0178 1.5558 0.44
H -1.6311 2.5200 1.2746 -0.02
H -4.0685 -3.1430 -2.8614 0.36
H -2.7977 -4.3420 -4.5974 0.37
H -0.3363 -4.1760 -4.6461 0.40
H 1.5473 -3.7096 -3.7933 0.67
H 1.4986 -0.7382 -3.1538 -0.30
H 1.1456 -1.4626 -4.7225 0.37
H 2.7797 -1.5824 -4.0452 0.52
H 2.2986 -2.2543 -1.2526 -0.30
H 3.1611 -3.5178 -2.1329 0.49
H 1.7124 -3.9180 -1.1987 0.37
H -2.5545 -0.9850 -0.2565 -1.30
H -4.6177 -3.2277 -0.5200 0.36
H -4.5946 -1.9958 0.7526 0.43
H -3.2878 -3.1848 0.6441 0.22
H -4.9170 -1.2369 -2.1640 0.45
H -3.6535 0.0048 -2.2471 0.31
H -4.7301 -0.0700 -0.8433 0.44
H -1.2710 -4.7651 -0.8219 0.47
H -1.6093 -6.7613 0.5946 0.45
H -1.2135 -6.7282 3.0060 0.43
H -0.4118 -5.2925 5.1208 0.42
H 0.4255 -3.1409 5.9263 0.45
H 0.7631 -1.2121 4.4181 0.45
C -0.3609 5.4298 0.4196 -0.89
C 0.0369 5.8033 -1.0113 -1.58
C -0.3007 4.7186 -2.0602 2.75
C 0.0576 5.2171 -3.4673 -1.50
C -0.2347 4.1894 -4.5614 -1.10
C -1.7980 4.4821 -2.0037 -0.35
O -2.6047 5.3324 -2.3074 -0.67
N -2.2090 3.2444 -1.5544 0.26
C -1.3742 2.1819 -1.2544 -0.46
O -1.8568 1.1293 -0.8520 -0.21
N -0.0158 2.2984 -1.4032 0.41
C 0.5668 3.4934 -1.7459 -0.83
O 1.7777 3.6261 -1.7911 -0.72
H 0.0059 6.1769 1.1258 0.52
H 0.0642 4.4640 0.7156 -0.01
H -1.4479 5.3742 0.5322 0.27
H 1.1120 5.9661 -1.0626 0.47
H -0.4696 6.7222 -1.3105 0.45
H 1.1166 5.4701 -3.4656 0.49
H -0.5166 6.1245 -3.6516 0.48
H 0.2741 3.2399 -4.3634 0.17
H 0.1072 4.5521 -5.5314 0.49
H -1.3078 3.9913 -4.6417 0.27
H -3.1984 3.0741 -1.4694 0.28
C 3.3891 1.3761 -3.1183 -0.81
S 3.0878 0.9127 -1.4040 0.59
C 4.1344 -0.5507 -1.3567 -1.06
H 4.4651 1.5001 -3.2443 0.44
H 2.8887 2.3256 -3.2792 0.19
H 3.0102 0.6157 -3.8013 0.21
H 3.8427 -1.2590 -2.1315 0.19
H 4.0257 -1.0178 -0.3754 0.21
H 5.1715 -0.2415 -1.5021 0.57
```

Calculated values
Gap between HOMO and LUMO (spin up / spin down) ... 0.210 / 0.217 Eh
Spin multiplicity ... 1
Lowest unoccupied orbital energy (spin up / spin down) ... -0.75 / -0.61 eV
Net charge ... 0
HOMO level (spin up / spin down) ... -6.47 / -6.51 eV